Record 1
ORCA calculation (the ωB97M-V functional and the def2-TZVPD basis) on a structure of composition C25H22BrN5O3Re.

Structure (XYZ):
```
57
Properties=species:S:1:pos:R:3:forces:R:3
Re -0.217 0.342 -0.103 0.03 -0.83 1.64
O 0.557 -0.043 5.211 -0.69 0.46 -0.26
C 1.743 -0.359 4.703 0.56 0.09 0.64
C 2.742 -0.703 5.698 -3.00 0.73 -0.83
C 3.931 -1.036 5.207 1.11 -0.15 0.07
C 4.230 -1.106 3.857 1.08 0.22 -1.69
C 3.353 -0.724 2.887 -1.49 -0.03 1.18
C 2.017 -0.319 3.306 1.79 -0.67 0.86
C 1.055 0.102 2.342 -0.47 -0.08 0.82
O 1.258 -0.188 1.081 0.70 -0.36 -0.21
N -0.041 0.744 2.699 1.19 -0.44 1.48
N -0.757 1.111 1.632 -3.18 1.58 0.40
C -1.648 2.090 1.788 0.10 -1.01 1.58
C -2.343 2.727 0.730 0.81 1.11 -0.89
C -2.768 4.068 0.877 -0.19 0.08 0.90
C -3.115 4.785 -0.259 0.38 -1.05 0.59
C -3.037 4.222 -1.517 0.52 -0.62 0.79
C -2.578 2.925 -1.701 -1.37 1.55 -1.07
C -2.227 2.257 -0.598 -0.16 -2.99 0.82
O -1.875 0.934 -0.800 -1.02 1.62 -0.68
H 0.002 0.400 4.530 0.22 -0.29 0.29
H 2.474 -0.650 6.771 0.24 0.00 -0.94
H 4.726 -1.166 5.873 1.09 -0.55 0.99
H 5.248 -1.363 3.541 -0.43 0.00 0.29
H 3.653 -0.747 1.858 -0.15 0.11 -0.35
H -1.828 2.442 2.836 0.44 -0.26 -0.96
H -2.802 4.549 1.900 -0.01 -0.65 -1.32
H -3.467 5.758 -0.152 -0.49 1.58 0.15
H -3.311 4.772 -2.357 -0.58 0.97 -1.23
H -2.714 2.452 -2.668 0.54 -0.08 0.16
C 1.004 -0.969 -5.173 0.82 -0.62 0.42
C 0.950 0.049 -4.073 0.79 0.14 -0.54
C 1.212 1.417 -4.275 -1.15 -0.48 1.94
C 1.370 2.267 -3.140 0.36 0.66 0.06
C 1.143 1.731 -1.874 0.90 -1.83 -1.36
Br 0.832 2.678 -0.167 1.47 0.26 -1.98
N 1.034 0.350 -1.720 -0.87 2.24 -1.01
C 0.886 -0.447 -2.781 1.53 -0.12 -0.18
H 2.016 -1.430 -5.171 -0.46 0.17 0.29
H 0.966 -0.552 -6.152 -0.62 0.38 -0.72
H 0.300 -1.793 -5.019 -0.03 0.31 -0.24
H 1.061 1.818 -5.261 0.78 0.29 -0.31
H 1.751 3.310 -3.253 -0.89 -0.83 0.06
H 0.935 -1.542 -2.619 -0.49 0.81 0.17
N -1.229 -5.509 -1.073 -0.64 1.69 -0.25
C -1.276 -4.129 -0.834 -0.46 -2.63 -0.84
C -1.045 -3.705 0.485 -0.47 0.61 1.07
C -1.065 -2.360 0.781 1.82 -0.10 -0.65
N -1.150 -1.436 -0.251 -0.76 -1.92 1.03
C -1.633 -1.868 -1.451 -0.08 -1.12 -1.03
C -1.632 -3.201 -1.879 -0.01 0.73 1.34
H -1.504 -6.180 -0.322 0.52 0.94 -1.14
H -1.470 -5.723 -2.048 0.07 -0.52 0.95
H -0.881 -4.439 1.303 -0.17 0.58 -0.78
H -0.748 -1.997 1.789 -0.53 -0.19 -1.01
H -2.098 -1.116 -2.082 0.56 0.21 -0.06
H -1.993 -3.497 -2.910 0.44 0.34 1.55
```
Forces are in eV/Å.

Its charge is +2. Its strongest force on any atom is 3.570 eV/Å. The calculation puts the calculated total energy at -4117.062341 Eh. The energy relative to the best compared isomer or geometry (same formula, charge and spin) is 23.6 kcal/mol. The value obtained for the HOMO-LUMO gap (spin up / spin down) is 6.14 / 5.37 eV. The calculation puts the HOMO energy (spin up / spin down) at -0.47281 / -0.47253 Ha. As for the spin multiplicity: 4.

Atom charges from the natural (NBO) analysis, given in e for atoms 1 to 4: number 1, Re, carries 1.59; number 2, O, carries -0.65; number 3, C, carries 0.42; number 4, C, carries -0.25


Record 2
ORCA calculation (the ωB97M-V functional and the def2-TZVPD basis) on a cluster of 2 separate species, C25H22F2O2 in total.

Structure (XYZ):
```
51
Properties=species:S:1:pos:R:3:forces:R:3
F -4.634 4.453 -0.935 0.09 -1.08 -0.10
C -4.572 3.081 -1.010 -0.10 0.36 -0.03
C -5.771 2.367 -0.986 0.43 -0.41 0.10
C -5.706 0.969 -1.099 -0.05 0.37 -0.05
C -4.483 0.321 -1.188 0.81 0.14 0.11
C -3.265 1.048 -1.117 -1.33 0.93 0.00
C -2.011 0.368 -1.042 1.80 0.04 0.07
C -0.795 1.001 -0.811 -1.53 -0.30 0.25
C 0.418 0.336 -0.998 0.24 -1.24 0.90
C 1.628 1.053 -1.276 0.97 0.73 -0.05
C 1.871 2.284 -0.622 0.20 -0.11 -0.51
C 2.957 3.044 -1.028 0.16 0.21 0.51
F 3.206 4.228 -0.374 -0.18 -0.85 -0.53
C 3.831 2.642 -2.035 -0.32 -0.11 -0.09
C 3.580 1.425 -2.681 0.13 0.05 0.30
C 2.527 0.613 -2.278 -0.59 -0.01 0.22
C -3.331 2.472 -1.106 -0.31 -0.49 0.12
H -6.718 2.881 -0.855 0.17 -0.01 -0.14
H -6.625 0.381 -1.116 0.22 0.23 0.01
H -4.412 -0.763 -1.302 -0.17 0.31 0.17
H -1.982 -0.712 -1.222 -0.07 0.31 -0.02
H -0.799 2.059 -0.522 0.12 -0.39 -0.39
H 0.386 -0.747 -1.113 0.03 0.19 -0.49
H 1.212 2.607 0.184 0.31 0.08 -0.22
H 4.673 3.271 -2.315 -0.23 -0.10 0.09
H 4.226 1.100 -3.498 -0.12 0.11 0.28
H 2.313 -0.338 -2.775 0.20 0.37 0.15
H -2.425 3.073 -1.181 -0.38 -0.07 0.13
C -2.959 -1.031 3.300 -0.03 -0.04 0.63
C -2.254 -1.681 2.136 0.11 0.25 -0.18
O -0.889 -1.203 2.192 -0.32 -0.52 -0.42
C -0.045 -1.729 1.254 -0.98 0.06 -0.53
C 1.273 -1.194 1.457 -1.01 0.84 -0.49
C 2.453 -1.887 1.202 1.80 -0.71 -0.56
C 2.540 -3.056 0.376 0.09 0.69 0.32
C 3.787 -3.569 0.040 0.14 0.07 0.06
C 4.969 -2.992 0.535 -0.25 0.15 0.16
C 4.891 -1.924 1.450 0.07 -0.24 -0.28
C 3.663 -1.379 1.779 -0.49 -0.20 -0.43
O -0.456 -2.494 0.373 0.51 0.50 0.94
H -4.040 -1.050 3.176 -0.08 0.00 -0.10
H -2.736 -1.574 4.228 0.01 0.18 -0.17
H -2.638 0.006 3.445 -0.09 -0.14 -0.20
H -2.272 -2.776 2.244 0.08 0.32 -0.27
H -2.699 -1.394 1.168 0.19 -0.22 0.38
H 1.340 -0.262 2.006 -0.14 -0.26 0.32
H 1.608 -3.474 -0.002 0.35 0.03 -0.01
H 3.845 -4.428 -0.635 0.01 0.29 0.23
H 5.945 -3.364 0.208 -0.39 0.05 0.22
H 5.802 -1.513 1.889 -0.27 -0.13 -0.17
H 3.571 -0.547 2.482 0.17 -0.22 -0.26
```
Forces are in eV/Å.

Its charge is 0. Its strongest force on any atom is 2.020 eV/Å. The calculation puts the calculated total energy at -1315.956899 Eh. The energy relative to the best compared isomer or geometry (same formula, charge and spin) is 0.0 kcal/mol. The value obtained for the HOMO-LUMO gap is 3.97 eV. The calculation puts the HOMO energy at -0.23102 Ha.

Atom charges from the natural (NBO) analysis, given in e for atoms 1 to 4: number 1, F, carries -0.33; number 2, C, carries 0.40; number 3, C, carries -0.27; number 4, C, carries -0.19


Record 3
ORCA calculation (the ωB97M-V functional and the def2-TZVPD basis) on a structure of composition C25H22I2MoN4O3STe4.

Structure (XYZ):
```
62
Properties=species:S:1:pos:R:3:forces:R:3
Mo -0.535 0.251 -0.020 1.27 -0.36 -0.33
I 4.590 -0.826 5.687 -0.03 -0.01 -0.03
C 3.052 -0.387 4.343 0.05 -0.02 0.08
C 1.753 -0.765 4.639 0.03 0.03 -0.07
C 0.737 -0.440 3.751 -0.23 -0.02 0.03
I -1.220 -1.045 4.141 0.06 0.05 -0.03
C 1.000 0.273 2.582 -0.02 -0.02 -0.37
O 0.046 0.668 1.743 -0.04 0.36 1.55
C 2.326 0.583 2.269 0.17 0.00 -0.04
C 2.587 1.232 0.939 0.02 -0.02 0.13
N 2.021 0.440 -0.165 -0.36 -0.31 -0.15
C 2.696 -0.840 -0.383 -0.09 0.01 0.03
C 1.848 -2.035 -0.041 0.10 0.04 0.05
C 2.359 -3.312 -0.254 0.12 0.03 0.02
C 1.592 -4.412 0.056 0.05 -0.08 -0.01
C 0.329 -4.211 0.599 -0.04 -0.03 0.04
C -0.105 -2.918 0.777 0.06 0.04 0.23
N 0.629 -1.838 0.455 -0.53 -0.07 -0.32
C 3.343 0.268 3.155 0.05 -0.02 -0.11
H 1.528 -1.308 5.546 -0.01 0.01 0.00
H 3.665 1.356 0.801 0.04 0.04 -0.01
H 2.124 2.218 0.900 -0.09 0.05 -0.02
H 2.080 0.982 -1.019 0.01 0.06 -0.09
H 3.614 -0.901 0.209 0.04 0.01 0.02
H 2.981 -0.927 -1.431 0.02 0.05 -0.05
H 3.354 -3.420 -0.672 -0.07 0.01 0.02
H 1.972 -5.413 -0.111 -0.03 0.06 0.00
H -0.310 -5.039 0.877 0.03 0.04 0.00
H -1.068 -2.722 1.228 -0.03 0.02 -0.02
H 4.368 0.525 2.908 -0.06 -0.01 0.02
Te -0.154 2.580 -1.342 -0.25 0.60 0.13
Te -0.398 4.300 0.735 0.04 -0.09 -0.06
Te -3.047 3.922 1.069 0.08 -0.06 -0.05
Te -2.990 1.207 0.829 -0.15 0.12 -0.09
C -2.552 0.576 -8.258 0.05 0.00 0.06
C -1.753 0.265 -7.019 -0.04 0.03 -0.02
C -0.923 -0.851 -6.967 -0.01 -0.01 -0.04
C -0.179 -1.134 -5.832 0.03 0.04 0.06
C -0.264 -0.283 -4.738 -0.11 -0.01 -0.07
C -1.083 0.840 -4.764 0.03 -0.06 -0.04
C -1.822 1.102 -5.904 -0.01 0.02 -0.02
S 0.679 -0.659 -3.298 -0.09 -0.12 0.11
O 1.116 -2.028 -3.426 -0.01 0.07 0.07
O 1.681 0.356 -3.112 -0.01 0.11 0.10
N -0.372 -0.508 -2.064 -0.14 -0.49 -0.50
C -1.399 -1.417 -1.923 0.08 0.09 -0.02
C -1.859 -2.441 -2.762 0.16 0.15 0.00
C -2.940 -3.176 -2.338 -0.07 -0.08 -0.01
C -3.540 -2.915 -1.105 -0.11 -0.09 0.03
C -3.025 -1.909 -0.328 -0.07 0.07 0.15
N -1.980 -1.179 -0.731 0.06 -0.27 -0.35
H -2.731 -0.320 -8.852 0.01 0.02 0.02
H -2.017 1.292 -8.887 -0.01 -0.01 0.01
H -3.514 1.020 -8.001 0.01 -0.01 -0.01
H -0.863 -1.514 -7.822 0.00 0.03 0.03
H 0.462 -2.006 -5.782 -0.05 0.04 -0.01
H -1.154 1.495 -3.901 -0.01 -0.06 -0.05
H -2.471 1.971 -5.928 0.03 -0.04 0.00
H -1.367 -2.647 -3.698 0.03 0.01 -0.05
H -3.326 -3.967 -2.969 0.02 0.02 0.02
H -4.390 -3.484 -0.757 0.03 0.03 -0.02
H -3.442 -1.660 0.640 0.01 0.00 0.03
```
Forces are in eV/Å.

Its charge is 0. Its strongest force on any atom is 1.594 eV/Å. The calculation puts the calculated total energy at -3544.574622 Eh. The energy relative to the best compared isomer or geometry (same formula, charge and spin) is 0.0 kcal/mol. The value obtained for the HOMO-LUMO gap (spin up / spin down) is 6.02 / 5.77 eV. The calculation puts the HOMO energy (spin up / spin down) at -0.23891 / -0.24094 Ha. As for the spin multiplicity: 3.

Atom charges from the natural (NBO) analysis, given in e for atoms 1 to 4: number 1, Mo, carries 0.87; number 2, I, carries 0.14; number 3, C, carries -0.18; number 4, C, carries -0.25